ORCA calculation (ωB97M-V/def2-TZVPD) on a 4-piece molecular cluster, C26H24F24NO5P overall at a distorted geometry.

Output
lowest unoccupied orbital energy = 0.00489 Ha
SMILES string = FC(F)C(F)(F)COC(F)(F)C(F)F.FC(F)C(F)(F)COC(F)(F)C(F)F.FC(F)C(F)(F)COC(F)(F)C(F)F.CCP(C)c1cccc2c1C(=O)NC2=O
HOMO level = -8.10 eV
Kohn-Sham gap = 8.234 eV

The geometry in ORCA input format:
```
! RIJCOSX wB97M-V def2-TZVPD def2/J DEFGRID3
* xyz 0 1
F -1.80 -1.15 -4.74
C -0.73 -1.86 -5.14
F 0.12 -1.91 -4.08
C -0.02 -1.22 -6.33
F 0.48 -0.01 -5.99
F 1.06 -2.01 -6.61
C -0.81 -1.09 -7.64
O -1.40 0.18 -7.94
C -2.66 0.50 -7.46
F -3.25 -0.57 -6.90
F -3.41 0.83 -8.53
C -2.61 1.71 -6.52
F -1.83 1.47 -5.45
F -3.86 1.97 -6.06
H -1.04 -2.88 -5.37
H -0.08 -1.22 -8.44
H -1.52 -1.90 -7.77
H -2.23 2.59 -7.04
F 0.84 2.64 3.57
C 0.26 3.10 4.69
F -0.66 4.02 4.31
C 1.26 3.74 5.66
F 1.82 4.84 5.09
F 0.54 4.18 6.73
C 2.38 2.84 6.22
O 3.66 2.91 5.61
C 3.96 2.13 4.50
F 2.98 1.24 4.27
F 5.06 1.42 4.81
C 4.28 2.99 3.28
F 3.24 3.78 2.94
F 4.54 2.19 2.22
H -0.27 2.27 5.18
H 2.55 3.21 7.23
H 2.05 1.81 6.34
H 5.15 3.62 3.46
F -4.10 3.37 0.06
C -2.93 2.73 0.22
F -2.11 3.14 -0.78
C -3.09 1.21 0.16
F -3.52 0.82 -1.06
F -1.84 0.69 0.32
C -3.97 0.55 1.24
O -5.31 0.21 0.89
C -6.33 1.14 1.01
F -5.91 2.25 1.65
F -7.28 0.58 1.79
C -6.97 1.46 -0.35
F -6.06 1.97 -1.20
F -7.94 2.38 -0.19
H -2.48 3.04 1.17
H -3.51 -0.41 1.44
H -3.93 1.09 2.19
H -7.40 0.56 -0.79
C 5.87 -4.32 0.79
C 4.54 -3.77 1.37
P 4.08 -2.18 0.53
C 4.31 -0.82 1.77
C 2.28 -2.10 0.14
C 1.81 -1.33 -0.93
C 0.48 -1.25 -1.22
C -0.48 -1.94 -0.51
C -0.04 -2.68 0.54
C 1.31 -2.75 0.87
C 1.37 -3.62 2.11
O 2.09 -3.62 3.08
N 0.24 -4.50 1.91
C -0.78 -3.55 1.54
O -1.92 -3.50 1.94
H 5.69 -5.21 0.19
H 6.36 -3.59 0.13
H 6.56 -4.62 1.58
H 3.76 -4.53 1.35
H 4.73 -3.52 2.42
H 5.40 -0.73 1.88
H 3.96 0.11 1.33
H 3.85 -1.05 2.74
H 2.55 -0.80 -1.52
H 0.20 -0.62 -2.05
H -1.54 -1.87 -0.74
H -0.05 -4.78 2.86
*
```